Density functional theory data (ωB97M-V/def2-TZVPD) for an isolated molecule of C6H10F2N2.

Last column: Mulliken charge in e.
CARTESIAN COORDINATES (ANGSTROEM)
H -1.197 0.686 1.840  0.34
H 1.591 -2.038 0.528  0.40
C -1.006 0.341 0.766  -0.05
F 0.640 2.192 0.651  -0.32
N 0.480 -1.168 2.274  -0.73
C 0.109 -0.748 1.138  0.36
H 0.847 1.766 -1.721  0.33
H -2.578 0.412 -0.457  0.31
H 0.218 -2.039 -0.681  0.22
N -2.174 -0.268 0.174  -0.59
F -1.210 2.321 -0.400  -0.36
C 0.433 0.865 -1.318  -0.79
C 1.377 -0.279 -1.021  -0.70
H 1.763 -0.578 -2.007  0.38
C -0.237 1.440 -0.087  0.69
H -0.175 0.496 -2.074  0.36
H 0.013 -0.918 3.135  0.25
H 2.169 0.006 -0.441  0.35
H -1.934 -1.113 -0.317  0.28
C 0.873 -1.377 0.017  -0.73

Forces on atoms 1 to 2 (eV/Å):
-0.3 0.5 -1.6
0.2 0.5 -0.8

The LUMO energy is 0.8 eV. The calculation puts the gap between HOMO and LUMO at 10.5447 eV. As for the charge: 0. Its SMILES is [H]/N=C1/CCCC(F)(F)[C@H]1N. Its energy above the lowest of the compared OMol25 structures with the same formula, charge and spin is 0.0 kJ/mol.

***

Density functional theory data (ωB97M-V/def2-TZVPD) for a structure of composition C3H5N2.

Last column: Mulliken charge in e.
CARTESIAN COORDINATES (ANGSTROEM)
H -1.013 0.974 0.028  0.31
C 0.911 -1.010 0.303  0.07
H 2.507 0.137 -0.186  0.26
N -0.939 -1.026 0.577  -0.25
C 1.508 0.279 0.366  0.04
H 1.221 0.932 1.138  0.32
H -1.557 -0.031 -1.166  0.38
C -0.864 0.023 -0.397  -0.36
N 0.557 -0.062 -0.714  -0.11
H -1.576 -1.727 0.168  0.33

Forces on atoms 1 to 2 (eV/Å):
0.0 1.5 1.0
-6.2 -0.3 -2.5

The LUMO energy (spin up / spin down) is -8.0 / -8.0 eV. The calculation puts the gap between HOMO and LUMO (spin up / spin down) at 8.5080 / 8.5087 eV. As for the charge: +1. Its energy above the lowest of the compared OMol25 structures with the same formula, charge and spin is 800.1 kJ/mol.

***

Density functional theory data (ωB97M-V/def2-TZVPD) for a structure of composition C4H9NO2.

Last column: Mulliken charge in e.
CARTESIAN COORDINATES (ANGSTROEM)
H 0.950 -0.197 1.164  0.31
C -0.079 -0.313 0.804  -0.57
H 0.643 1.336 -0.907  0.20
C 0.120 2.221 -0.065  -1.26
H -0.789 2.289 0.531  0.43
O -1.115 -2.396 1.417  -0.62
H -1.253 0.550 -0.850  0.33
C -0.371 -1.814 0.649  0.31
N 0.302 -2.407 -0.367  -0.34
H 0.059 2.975 -0.859  0.38
H 0.757 -1.821 -1.061  0.25
O 0.685 0.101 -1.482  -0.81
H 0.993 2.375 0.577  0.35
C -0.208 0.402 -0.530  0.50
H -0.775 0.070 1.553  0.31
H 0.081 -3.370 -0.573  0.23

Forces on atoms 1 to 2 (eV/Å):
-0.1 0.0 0.0
0.0 0.0 0.1

The LUMO energy is 0.7 eV. The calculation puts the gap between HOMO and LUMO at 10.3204 eV. As for the charge: 0. Its energy above the lowest of the compared OMol25 structures with the same formula, charge and spin is 398.3 kJ/mol.

***

Strongest force on any atom per entry: 4.32, 6.72, 0.33 eV Å⁻¹
Total energy per entry: -14798.2513, -6157.6000, -9875.9323 eV